1.
DFT (ωB97M-V/def2-TZVPD) results for a 2-piece molecular cluster, C5H8O overall.

Its SMILES is C=C=CC.C=O. Its strongest force on any atom is 0.55 eV Å⁻¹. Its energy above the lowest of the compared OMol25 structures with the same formula, charge and spin is 65.7 kcal/mol. Its total charge is 0. For the LUMO energy, the calculation gives 0.90 eV.

```
14
Properties=species:S:1:pos:R:3:forces:R:3:lowdin_charge:R:1
C 1.983 0.897 0.125 -0.12 -0.14 -0.01 0.027
C 1.201 -0.140 0.038 -0.08 0.05 -0.08 -0.128
C 0.247 -1.015 -0.176 0.21 0.02 0.01 -0.216
C -0.778 -1.460 0.833 0.00 -0.04 0.10 -0.112
H 1.524 1.842 -0.170 0.24 0.00 0.11 0.050
H 3.022 0.893 0.439 -0.18 -0.18 -0.01 0.062
H 0.174 -1.444 -1.176 0.14 -0.08 0.15 0.114
H -0.731 -0.857 1.745 0.05 -0.12 -0.13 0.081
H -0.624 -2.510 1.099 -0.06 0.10 0.01 0.073
H -1.792 -1.376 0.418 0.19 -0.02 0.04 0.073
C -1.054 1.285 -0.791 0.08 0.32 -0.09 -0.176
O -0.367 2.249 -1.026 -0.50 -0.24 -0.01 -0.028
H -1.352 0.566 -1.579 0.00 0.16 0.02 0.093
H -1.454 1.070 0.218 0.04 0.16 -0.10 0.088
```
Positions in Å, forces in eV/Å.

2.
DFT (ωB97M-V/def2-TZVPD) results for a 10-piece molecular cluster, C30H85N5O10 overall at a distorted geometry.

Its SMILES is COC[C@H](C)N.COC[C@H](C)N.COC[C@H](C)N.COC[C@H](C)N.COC[C@H](C)N.CCO.CCO.CCO.CCO.CCO. Its strongest force on any atom is 1.91 eV Å⁻¹. Its energy above the lowest of the compared OMol25 structures with the same formula, charge and spin is 51.6 kcal/mol. Its total charge is 0. For the LUMO energy, the calculation gives 0.49 eV.

```
130
Properties=species:S:1:pos:R:3:forces:R:3:lowdin_charge:R:1
C -3.940 -2.512 6.673 -0.28 -1.50 -0.33 -0.120
O -3.536 -1.382 5.940 -0.10 0.08 0.39 -0.155
C -2.334 -1.648 5.285 1.68 0.30 -0.84 -0.234
C -1.569 -0.359 4.950 -1.00 0.94 0.58 -0.422
C -2.387 0.575 4.061 -0.41 -0.62 -0.46 -0.058
N -0.260 -0.602 4.297 -0.04 0.10 1.20 0.041
H -3.196 -2.881 7.387 0.15 0.51 0.16 0.086
H -4.088 -3.379 6.010 0.02 0.16 -0.20 0.091
H -4.897 -2.410 7.179 0.08 0.74 -0.01 0.087
H -1.636 -2.196 5.935 -0.26 -0.34 0.05 0.122
H -2.436 -2.205 4.342 -0.40 -0.25 0.17 0.139
H -1.427 0.115 5.932 0.09 0.16 -0.10 0.138
H -1.823 1.430 3.687 0.10 0.03 0.17 0.075
H -3.317 0.918 4.512 0.20 0.04 0.31 0.082
H -2.706 -0.014 3.193 0.10 0.14 -0.13 0.074
H 0.241 0.267 4.495 0.01 0.06 -0.61 0.092
H 0.249 -1.215 4.943 -0.06 -0.36 -0.52 0.086
C -0.097 4.538 1.122 0.28 0.15 -0.71 -0.126
O 0.726 5.149 2.078 0.19 -0.35 0.71 -0.181
C 1.368 6.312 1.596 -0.41 -0.52 -0.09 -0.223
C 2.310 6.902 2.640 -0.10 0.70 -0.17 -0.424
C 1.477 7.698 3.640 -0.43 0.18 0.01 -0.069
N 3.229 7.860 2.005 0.01 0.17 -0.36 0.024
H -0.436 3.549 1.427 -0.04 0.19 0.55 0.078
H 0.477 4.353 0.202 -0.08 0.19 -0.13 0.082
H -0.951 5.183 0.890 -0.12 -0.14 -0.08 0.093
H 1.864 6.066 0.649 0.31 0.04 0.06 0.115
H 0.601 7.066 1.368 0.02 0.14 -0.12 0.127
H 2.904 6.142 3.145 -0.06 -0.22 -0.11 0.139
H 2.013 8.151 4.472 0.34 -0.20 -0.12 0.075
H 0.645 7.125 4.052 0.11 -0.21 -0.06 0.080
H 1.024 8.523 3.079 -0.04 0.05 0.08 0.076
H 2.673 8.565 1.523 0.00 0.10 0.28 0.069
H 3.763 7.446 1.245 0.04 -0.31 0.26 0.063
C 3.125 -5.631 -0.142 -0.52 -1.43 0.55 -0.122
O 2.459 -4.518 0.400 0.43 -0.37 0.31 -0.196
C 1.068 -4.562 0.191 -0.80 0.76 -0.14 -0.185
C 0.443 -3.388 0.957 0.03 -0.84 0.02 -0.446
C 0.602 -3.601 2.457 0.66 0.50 0.36 -0.042
N -0.982 -3.279 0.618 0.55 -0.10 -0.64 0.065
H 2.625 -6.554 0.186 -0.03 0.02 -0.04 0.096
H 4.140 -5.713 0.243 0.08 0.48 -0.13 0.101
H 3.101 -5.613 -1.238 0.26 -0.82 0.74 0.049
H 0.877 -4.445 -0.885 -0.18 0.05 -0.04 0.120
H 0.549 -5.478 0.507 0.53 -0.27 0.14 0.133
H 1.005 -2.511 0.608 -0.02 -1.06 0.37 0.067
H 0.169 -2.815 3.084 -0.41 0.01 -0.45 0.043
H 1.658 -3.555 2.744 0.05 -0.42 -0.16 0.069
H 0.166 -4.552 2.761 0.02 -0.06 -0.04 0.081
H -1.016 -3.320 -0.409 -0.45 -0.24 0.42 0.035
H -1.198 -2.300 0.809 -0.40 -0.57 0.13 0.035
C 3.162 -4.029 -2.625 0.22 1.42 0.68 -0.103
O 2.578 -2.764 -2.889 -0.21 -0.11 0.05 -0.178
C 2.937 -2.190 -4.120 -0.62 -0.69 -0.61 -0.219
C 2.155 -0.902 -4.291 -0.56 0.20 0.07 -0.428
C 0.648 -1.111 -4.425 -0.50 -0.45 -0.34 -0.060
N 2.691 -0.165 -5.444 0.10 -0.41 -0.17 0.034
H 2.995 -4.193 -1.559 0.23 1.04 -0.85 0.030
H 4.231 -3.905 -2.821 0.15 -0.63 0.02 0.105
H 2.742 -4.906 -3.125 -0.16 0.30 -0.67 0.100
H 4.015 -2.041 -4.263 0.02 0.15 0.44 0.126
H 2.631 -2.907 -4.905 0.06 0.21 -0.22 0.131
H 2.267 -0.315 -3.375 0.43 0.13 -0.13 0.115
H 0.361 -1.806 -5.226 0.46 0.06 -0.20 0.078
H 0.206 -0.153 -4.707 -0.19 0.04 0.28 0.078
H 0.136 -1.524 -3.553 0.36 0.35 0.22 0.045
H 2.556 -0.774 -6.252 0.22 0.07 -0.01 0.072
H 2.105 0.633 -5.662 0.01 0.10 0.27 0.064
C -5.588 4.443 -0.802 -0.58 0.25 -0.80 -0.135
O -4.558 3.743 -0.182 0.70 0.13 0.21 -0.184
C -4.436 2.395 -0.622 -0.29 1.04 0.82 -0.198
C -3.108 1.819 -0.152 -0.73 -0.37 -0.77 -0.385
C -1.968 2.469 -0.907 0.64 -0.21 0.27 -0.042
N -3.159 0.363 -0.482 0.53 0.77 0.53 0.058
H -5.598 5.496 -0.519 0.25 -0.13 0.46 0.087
H -6.579 4.025 -0.586 0.02 -0.09 0.10 0.088
H -5.478 4.465 -1.896 0.07 -0.25 0.00 0.088
H -5.282 1.866 -0.164 0.02 -0.41 -0.34 0.130
H -4.489 2.391 -1.717 -0.06 -0.36 -0.03 0.124
H -2.969 1.945 0.925 -0.23 0.24 0.02 0.137
H -2.090 2.306 -1.979 -0.02 0.18 -0.03 0.084
H -1.008 2.025 -0.626 -0.07 -0.20 -0.02 0.065
H -1.861 3.525 -0.666 -0.35 0.08 -0.20 0.067
H -2.486 -0.013 0.189 -0.03 -0.68 -0.47 0.058
H -4.065 -0.032 -0.248 -0.02 0.08 0.20 0.091
C -2.643 -4.626 -3.578 0.14 0.64 -0.16 -0.071
C -1.247 -4.016 -3.411 -0.69 0.26 0.54 -0.279
O -1.235 -3.093 -2.320 0.05 -0.37 -0.20 -0.144
H -3.339 -3.854 -3.919 -0.05 0.02 0.15 0.059
H -2.962 -4.968 -2.594 -0.13 -0.20 -0.11 0.079
H -2.691 -5.421 -4.322 0.19 -0.16 0.13 0.070
H -0.929 -3.443 -4.286 0.19 -0.63 -0.25 0.095
H -0.564 -4.815 -3.119 0.32 0.16 -0.35 0.109
H -1.693 -2.284 -2.598 -0.23 0.14 0.02 0.040
C 4.010 -1.902 1.796 0.47 0.82 0.03 -0.073
C 5.074 -0.866 1.415 -0.74 -0.42 0.12 -0.330
O 6.260 -1.099 2.144 0.28 -0.42 0.33 -0.075
H 3.104 -1.636 1.249 0.04 -0.34 -0.12 0.053
H 3.776 -1.823 2.858 0.11 -0.22 0.04 0.079
H 4.356 -2.896 1.527 -0.24 -0.11 0.10 0.074
H 4.674 0.124 1.663 0.10 0.09 -0.38 0.106
H 5.244 -1.002 0.339 0.12 0.50 0.03 0.110
H 6.795 -0.307 2.206 -0.06 0.13 -0.16 0.077
C -4.826 -0.688 -4.098 0.48 0.16 -0.68 -0.081
C -3.376 -0.175 -4.089 -0.56 -0.19 0.89 -0.288
O -2.651 -0.741 -2.986 -0.35 0.60 -0.63 -0.150
H -5.284 -0.800 -3.118 0.17 0.17 0.13 0.069
H -4.795 -1.665 -4.581 -0.33 -0.06 0.11 0.062
H -5.432 -0.012 -4.709 -0.12 -0.16 0.02 0.071
H -3.328 0.913 -3.956 -0.11 -0.01 -0.37 0.100
H -2.944 -0.450 -5.051 0.43 0.08 0.20 0.108
H -2.941 -0.168 -2.228 0.63 -0.77 0.33 0.036
C 2.834 2.054 -1.138 0.23 -0.21 -0.13 -0.080
C 3.765 3.209 -0.802 -0.43 -0.40 1.04 -0.328
O 3.388 4.341 -1.556 -0.26 0.15 -0.18 -0.076
H 1.810 2.207 -0.793 -0.01 0.48 -0.15 0.056
H 3.135 1.151 -0.600 0.31 -0.05 -0.20 0.065
H 2.819 1.868 -2.213 0.00 -0.14 0.03 0.073
H 4.829 2.979 -0.908 -0.06 -0.24 -0.44 0.111
H 3.628 3.356 0.281 0.06 0.47 -0.05 0.104
H 4.056 5.029 -1.506 0.11 -0.08 0.11 0.080
C 0.382 -0.837 -0.800 -0.47 0.38 0.45 -0.054
C 0.421 -0.418 0.677 1.34 -0.93 -1.00 -0.294
O -0.852 -0.615 1.257 0.03 1.14 0.47 -0.121
H 1.334 -0.648 -1.294 -0.08 0.32 -0.06 0.071
H -0.468 -0.347 -1.278 0.25 0.15 -0.39 0.070
H 0.211 -1.911 -0.886 0.02 0.45 -0.11 0.046
H 0.869 0.569 0.836 -0.51 0.22 -0.03 0.106
H 1.123 -1.155 1.097 -0.12 1.08 0.60 0.068
H -0.712 -0.594 2.219 -0.13 -0.10 0.22 0.049
```
Positions in Å, forces in eV/Å.